# C3H6N2O2

An isolated molecule of C3H6N2O2 (ωB97M-V/def2-TZVPD, the Open Molecules 2025 dataset).

Geometry (Å):
H (1.80581, 0.97232, -1.82701)
N (1.20992, 0.46545, -1.17858)
C (1.65848, 0.58054, 0.00167)
O (1.08905, 0.07037, 1.09147)
C (-0.06523, -0.77147, 0.98159)
C (-1.35559, -0.09413, 0.48014)
N (-1.56953, -0.17095, -0.86273)
O (-2.15314, 0.36941, 1.27462)
H (2.56915, 1.11156, 0.29063)
H (0.17736, -1.65225, 0.37788)
H (-0.26561, -1.06256, 2.01217)
H (-2.36492, 0.35433, -1.19822)
H (-0.73574, -0.17261, -1.44363)

The gap between HOMO and LUMO comes out at 10.5 eV. Its net charge is 0. The calculation puts the HOMO energy at -9.72 eV. As for the energy: -377.9094 hartree. As for the SMILES: [H]/N=C/OCC(N)=O.